#a
Formula: CN2O2S2
Source: OMol25
Level of theory: wB97M-V/def2-TZVPD

Structure (XYZ):
```
7
CN2O2S2, DFT wB97M-V/def2-TZVPD
N -2.75654 1.45491 1.18149
O 1.12877 -2.22218 -1.65497
S -0.05240 1.15084 1.84507
S 0.46900 -0.58849 1.06891
N 1.25692 -1.06292 -1.63379
O 1.57981 -0.08714 -2.22656
C -1.62555 1.35498 1.41985
```

## Properties
LUMO energy (alpha / beta) = -0.040 / -0.099 hartree

---

#b
Formula: CN2O2S2
Source: OMol25
Level of theory: wB97M-V/def2-TZVPD

Structure (XYZ):
```
7
CN2O2S2, DFT wB97M-V/def2-TZVPD
S 0.51834 0.33089 -2.38042
O 0.95917 2.46010 -0.71208
N -1.52356 -2.37599 1.34262
C -0.86616 -1.45353 1.20144
S 1.28025 1.09679 -0.71386
O -0.31109 0.42183 0.23659
N -0.05695 -0.48009 1.02572
```

## Properties
LUMO energy (alpha / beta) = -0.120 / -0.144 hartree

---

Name the most stable of them. #a.

---

#a
Formula: BrH12O6
Source: OMol25
Level of theory: wB97M-V/def2-TZVPD

Structure (XYZ):
```
19
BrH12O6, DFT wB97M-V/def2-TZVPD
H 32.73937 0.88289 23.88640
H 31.76615 1.93920 23.40289
H 28.88082 1.49045 21.94224
H 29.15185 5.99711 20.34542
O 28.13594 2.08611 22.07241
O 30.41105 7.33214 24.57484
H 32.57295 4.94152 22.43472
H 33.80295 4.49296 21.64912
O 32.10363 1.05386 23.18505
H 28.53850 2.86033 22.51479
H 31.80853 3.19213 25.39413
O 33.04104 5.07939 21.59295
H 29.87208 5.23922 21.46694
O 30.02683 5.85342 20.72081
H 30.20808 7.71948 25.43302
H 30.28273 6.36743 24.69792
H 32.16489 2.26737 26.56724
Br 30.27667 4.11632 23.68374
O 32.55852 2.71825 25.81359
```

## Properties
LUMO energy = 0.121 hartree
net charge = -1

---

#b
Formula: BrH12O6
Source: OMol25
Level of theory: wB97M-V/def2-TZVPD

Structure (XYZ):
```
19
BrH12O6, DFT wB97M-V/def2-TZVPD
H -2.45837 -2.38353 -0.43595
O 0.46363 2.79247 -0.05695
H 2.51163 0.71747 1.27505
O 3.00363 1.37647 1.79105
H -1.00337 -0.13753 -0.96195
O 0.32763 -0.61553 -3.19395
H 1.01963 2.04547 0.13705
H 0.82663 3.57047 0.40705
H -1.53737 -0.11853 2.49405
H -1.30837 -2.43053 0.54805
Br 1.04063 -0.64453 0.11705
H -1.96537 -0.90553 -1.71195
H 3.80863 1.60547 1.27605
H 0.56563 -0.83553 -2.27695
O -2.25637 -2.52853 0.51205
O -1.88637 -0.03553 -1.27495
H -0.21137 -0.26953 2.05405
O -0.67237 0.08747 2.84405
H -0.26837 -1.29053 -3.54295
```

## Properties
LUMO energy = 0.116 hartree
net charge = -1

---

#c
Formula: BrH12O6
Source: OMol25
Level of theory: wB97M-V/def2-TZVPD

Structure (XYZ):
```
19
BrH12O6, DFT wB97M-V/def2-TZVPD
H 0.75617 0.34128 3.15536
H 0.59305 0.62053 1.67419
H 2.28688 2.45753 -1.23858
O 1.19293 0.78027 2.41885
O 1.55033 3.07623 -1.21651
O -0.56321 -2.50509 1.70635
Br -0.30952 -0.03464 -0.77769
H 2.22663 -0.80262 -0.40015
H -3.48643 0.80467 1.04751
H -1.75900 -0.40172 -2.77366
H -1.20420 -3.21204 1.58996
O -2.65785 0.79944 1.53497
O -2.00686 -0.61502 -3.69228
H 0.78416 2.49742 -1.09252
O 3.13394 -1.09837 -0.22938
H -1.98517 0.61302 0.84916
H -1.17800 -0.92275 -4.06997
H -0.78800 -1.86026 1.01297
H 3.41415 -0.53785 0.50143
```

## Properties
LUMO energy = 0.123 hartree
net charge = -1

---

Name the most stable of them. #c.

---

#a
Formula: C11H15N
Source: OMol25
Level of theory: wB97M-V/def2-TZVPD

Structure (XYZ):
```
27
C11H15N, DFT wB97M-V/def2-TZVPD
H -2.98055 -1.45470 2.16630
C 1.94063 0.75427 1.95666
H -0.02400 1.40412 -2.96539
H -3.47451 0.32824 0.47509
C -2.53989 -0.16538 0.46088
C -1.52538 0.03918 -0.49738
C 1.61921 -0.68004 -2.30456
H 2.02508 -1.70325 -2.08234
C -0.38720 -0.74108 -0.60100
H 1.27418 0.31158 2.76370
H 1.23376 2.43087 0.44940
H 2.81905 1.26474 2.24516
C -0.38277 0.70215 -2.27589
C 0.36961 -0.25553 -1.66435
C -2.22301 -1.11052 1.36386
H 2.43643 0.06990 -2.53647
N -1.61184 0.97570 -1.62850
H -0.02889 1.41608 1.22432
H 0.82168 -2.20697 0.35281
C 0.97231 1.81787 1.24063
H 2.24607 -0.08981 1.25491
C -0.14154 -1.71874 0.48393
C -1.09473 -1.98843 1.36984
H -2.23079 1.64382 -1.95332
H 0.66107 2.72273 2.00277
H -1.09201 -2.88163 2.03553
H 1.31803 -0.88517 -3.33657
```

## Properties
structure (SMILES) = Cc1c[nH]c2ccccc12.CC
LUMO energy = 0.035 hartree

---

#b
Formula: C11H15N
Source: OMol25
Level of theory: wB97M-V/def2-TZVPD

Structure (XYZ):
```
27
C11H15N, DFT wB97M-V/def2-TZVPD
H 4.46538 -1.01189 -2.42019
H 3.63296 0.47164 -2.25741
C -1.37047 -1.42219 -0.61232
H -1.68028 -2.27039 -1.19225
H -0.86590 1.41769 -2.37644
H -1.27479 -0.15281 -2.97996
H -0.69208 -2.52926 1.07633
C -0.71543 -0.44939 1.29060
C -1.51747 0.56862 -2.20361
H -2.49465 1.00031 -2.40210
H -0.26385 -0.97238 3.32900
C 2.36423 -1.22198 -2.72828
H 1.60119 -0.45915 -2.88759
C -0.28118 -0.19004 2.58515
C 3.55241 -0.57214 -2.00327
C -1.37315 -0.09252 -0.87993
C 0.09881 1.10840 2.86664
H -0.58785 2.65302 -0.04031
H 3.61037 -0.80424 -0.94564
H 1.87810 -2.00983 -2.16834
H 2.59405 -1.57524 -3.73015
C -0.48552 1.83767 0.63704
H 0.44952 1.26470 3.87910
C -0.90822 0.55501 0.32151
C 0.03583 2.10530 1.89809
N -1.02418 -1.65726 0.70734
H 0.37291 3.09857 2.10193
```

## Properties
structure (SMILES) = Cc1c[nH]c2ccccc12.CC
LUMO energy = 0.033 hartree

---

Name the most stable of them. #b.

---

#a
Formula: C11H15N
Source: OMol25
Level of theory: wB97M-V/def2-TZVPD

Structure (XYZ):
```
27
C11H15N, DFT wB97M-V/def2-TZVPD
C 1.12601 -0.32938 0.35264
C 0.58837 -1.40012 -1.42908
H -2.43641 2.43575 -2.24095
H -2.99083 3.02782 -0.60754
H 1.72120 1.75216 -1.37175
H 1.89860 1.36370 1.16651
H -2.60016 0.05099 -1.63658
N 0.09574 -2.20631 -0.33046
H -0.38043 -2.80415 1.93336
C 1.13533 -0.19625 -1.07307
C 1.42421 0.48328 1.50855
H -2.14550 0.49539 0.09353
H -0.75277 -2.66397 -0.38602
H 2.02922 0.44377 3.55642
H 3.05686 0.53580 -1.88903
C 0.45925 -1.45585 0.83341
C -2.67727 0.74404 -0.83709
C 1.54041 -0.06739 2.76506
H -1.31848 2.36373 -0.99798
H 0.70765 -2.06406 -2.40242
C 0.31374 -2.00058 2.02531
H -3.73232 0.77180 -0.36380
C -2.34722 2.23269 -1.23496
C 1.87960 0.80795 -1.77287
H 1.09272 -1.79383 4.08112
C 0.89035 -1.32114 3.09629
H 1.42211 0.79417 -2.83857
```

## Properties
structure (SMILES) = Cc1c[nH]c2ccccc12.CC
LUMO energy = 0.032 hartree

---

#b
Formula: C11H15N
Source: OMol25
Level of theory: wB97M-V/def2-TZVPD

Structure (XYZ):
```
27
C11H15N, DFT wB97M-V/def2-TZVPD
H 1.21097 4.88162 -2.06410
H 2.66148 0.15953 -1.54250
H -1.24450 5.13517 -3.42303
C -0.29616 -1.56570 -0.79100
H -2.01074 -3.66190 2.14721
C -1.34970 -1.70724 1.70000
H -1.01107 -1.20501 3.98608
H 0.73928 -1.61600 -2.54349
C 1.57047 -0.04230 0.40123
H -0.80514 -2.36531 -1.36170
N 0.35926 -0.49793 2.52179
H -3.08856 -2.28406 2.64783
C -0.50629 -1.37589 0.59974
C 1.71735 -0.27346 -0.94911
C 0.70431 4.09526 -2.67441
H -2.94391 -2.97970 0.97294
H 1.00447 -0.01413 3.08390
C 0.79136 -1.20392 -1.50292
H 1.23631 3.31139 -3.05643
H 0.46213 5.80632 -3.84358
H 2.22706 0.43237 0.97322
C -2.38078 -2.70057 1.81299
H 0.02570 3.64270 -2.01087
H -0.10942 4.48047 -4.76407
C -0.14555 4.88268 -3.74495
C -0.74680 -1.26390 2.86219
C 0.49697 -0.55129 1.14391
```

## Properties
structure (SMILES) = Cc1c[nH]c2ccccc12.CC
LUMO energy = 0.034 hartree

---

#c
Formula: C11H15N
Source: OMol25
Level of theory: wB97M-V/def2-TZVPD

Structure (XYZ):
```
27
C11H15N, DFT wB97M-V/def2-TZVPD
C 2.00029 -1.88198 1.17324
H 2.39517 1.37159 0.67863
H 0.23851 2.88175 -1.17375
C 0.03503 -0.24072 -2.53783
H -1.78420 -0.20778 0.70117
H 0.35349 2.40993 -2.83958
C -2.33540 0.70024 0.99410
H -4.09472 0.71428 2.38466
C 0.74687 -1.35432 -0.76820
H 2.31306 -2.68224 1.88023
H -3.20724 -0.71378 2.47668
C 2.53957 -0.59540 1.26389
H 0.94054 -3.39195 0.25914
H 1.77506 2.56674 -1.88055
C -3.05406 0.40609 2.29030
H 3.29346 -0.32382 2.01277
C 1.12259 -0.01509 -0.54083
C 1.19422 -2.32920 0.13508
H -1.66885 1.55032 1.11133
H -2.88056 1.00583 0.08343
C 0.77461 2.17422 -1.84993
H -0.37238 -2.28084 -2.37740
H -2.41365 0.66832 3.12790
N 0.09969 -1.50690 -1.95020
C 1.88758 0.42999 0.53369
H -0.54996 -0.04304 -3.43561
C 0.65127 0.68778 -1.75235
```

## Properties
structure (SMILES) = Cc1c[nH]c2ccccc12.CC
LUMO energy = 0.033 hartree

---

Name the most stable of them. #c.

---

#a
Formula: C5H15N3
Source: OMol25
Level of theory: wB97M-V/def2-TZVPD

Structure (XYZ):
```
23
C5H15N3, DFT wB97M-V/def2-TZVPD
C -1.03601 -1.08697 -0.00631
H 1.89434 -0.09327 -1.50184
H 1.06086 2.89280 -0.45209
N -1.25434 -0.97867 -1.27005
H 1.02048 -0.58271 -0.04597
H 0.28789 1.52416 0.39525
N -0.47994 1.95081 -1.45447
H 2.68520 0.99468 -0.24945
H -0.97821 1.05354 -1.53216
H 0.31953 -2.26738 2.24927
C 0.46294 -1.21869 1.96271
H -0.23433 2.30607 -2.37117
C 0.60333 1.91087 -0.57110
H -0.39057 -0.98801 -1.81226
H -2.29889 -0.44721 1.61363
H -2.13526 -2.20382 1.45474
H 2.36081 1.44764 -1.88560
H 1.50219 -0.95843 2.16189
H -3.12350 -1.29409 0.28888
C 1.94572 0.89463 -1.04174
H -0.17416 -0.60292 2.60433
N 0.18558 -0.98427 0.56700
C -2.22367 -1.26876 0.89648
```

## Properties
structure (SMILES) = [H]/N=C(/C)NC.CCN
LUMO energy = 0.032 hartree

---

#b
Formula: C5H15N3
Source: OMol25
Level of theory: wB97M-V/def2-TZVPD

Structure (XYZ):
```
23
C5H15N3, DFT wB97M-V/def2-TZVPD
H 0.11318 1.54461 0.42851
H 1.02543 2.81888 -0.57295
H 2.15107 0.94059 -1.89695
H -2.24520 -0.51719 1.71329
H 0.31866 -2.27646 2.08898
H 1.55729 -1.02380 2.02797
H -2.13327 -2.23013 1.32457
H -3.13590 -1.17372 0.31549
N -0.58960 1.88684 -1.46019
H -1.18655 1.01718 -1.46015
H -0.43997 -0.81070 -1.83331
C 2.11300 0.58926 -0.86313
C 0.49716 -1.22010 1.85286
H -0.07146 -0.62119 2.57824
H 2.60531 -0.38834 -0.93186
C -1.03836 -0.97291 -0.03102
C 0.34295 1.97993 -0.53165
C -2.21247 -1.23179 0.88630
H 1.09612 -0.17930 -0.17930
N -1.31471 -0.77992 -1.30553
H -0.41191 2.31009 -2.36174
H 2.76504 1.23046 -0.26583
N 0.19422 -0.89229 0.47740
```

## Properties
LUMO energy = 0.018 hartree

---

#c
Formula: C5H15N3
Source: OMol25
Level of theory: wB97M-V/def2-TZVPD

Structure (XYZ):
```
23
C5H15N3, DFT wB97M-V/def2-TZVPD
H 2.05003 1.07928 1.14932
C -0.29424 -0.53873 0.69560
C 2.31184 0.12058 0.69471
C -0.62001 0.13906 -0.67658
H -1.66944 0.12689 2.05582
H 1.00071 -0.24014 -1.85631
C 1.24125 -0.93334 0.92370
H -0.49589 1.88268 -1.66176
H 1.46747 -1.81081 0.30645
N -0.31722 1.53975 -0.72083
H -2.52173 0.34774 -1.84051
H 0.66010 1.70294 -0.50685
H 1.33048 -1.28721 1.96052
N 0.00313 -0.41854 -1.83422
H 2.49001 0.28367 -0.37174
H -2.56083 -1.04582 -0.77410
H -0.67494 1.28395 1.56259
C -2.21845 -0.00747 -0.84748
H -2.76214 0.59695 -0.11342
H 3.26188 -0.20511 1.13389
N -0.68698 0.29849 1.84288
H -0.82502 -1.49572 0.76213
H -0.17001 -1.41910 -1.88382
```

## Properties
structure (SMILES) = CC[C@@H](N)C(C)(N)N
LUMO energy = 0.037 hartree

---

Name the most stable of them. #c.

---

#a
Formula: C5H15N3
Source: OMol25
Level of theory: wB97M-V/def2-TZVPD

Structure (XYZ):
```
23
C5H15N3, DFT wB97M-V/def2-TZVPD
H -0.50052 0.56598 -2.33733
H -1.23086 1.29199 -0.98825
H 1.78174 -0.90469 0.60924
N -2.35900 -1.04308 -0.28142
C -1.12276 -0.71229 -0.88630
N -1.21384 0.50179 -1.62688
C 1.62990 0.16988 0.65576
H 2.19339 0.55043 -1.39415
H 0.25668 -1.57772 -2.28402
H -0.06547 0.97738 2.77754
H -0.91105 -2.69531 -1.63249
N -0.01515 0.47940 0.70733
H -2.33460 -1.89250 0.26541
C -0.61292 0.38624 2.03445
C -0.38939 -1.77024 -1.43772
H -2.72726 -0.31425 0.31303
H -0.59888 -0.66042 2.33953
C 2.37820 0.94947 -0.40059
H -1.63885 0.76470 2.02247
H 3.44921 0.94977 -0.18190
H 2.09579 2.00343 -0.39662
H 1.95689 0.50823 1.64806
H -0.02126 1.47179 0.47484
```

## Properties
structure (SMILES) = C=C(N)N.CCNC
LUMO energy = 0.030 hartree

---

#b
Formula: C5H15N3
Source: OMol25
Level of theory: wB97M-V/def2-TZVPD

Structure (XYZ):
```
23
C5H15N3, DFT wB97M-V/def2-TZVPD
H 0.43013 0.96883 0.85438
C -0.57003 0.13200 -0.54664
N 1.92822 -0.83279 -0.47249
H -1.37971 1.50954 0.87375
H -0.83409 0.61006 -2.63900
H 1.94077 -1.31678 -1.37327
H 1.78313 0.98616 -2.43579
H -2.09683 -0.39794 2.14828
H -1.05265 -2.30950 1.04366
H -0.94524 2.00460 -1.54674
C -0.73173 0.63304 0.82751
N 1.93550 1.26392 -1.46321
H -0.58173 0.08067 2.88716
H -0.52786 -2.31051 2.72572
H -0.64614 -0.94296 -0.68253
H 0.56218 -1.73634 1.44926
C -0.47319 -1.75910 1.78643
C -1.17809 0.94428 -1.65972
H 1.58099 2.20633 -1.33567
H -2.26592 0.85272 -1.63447
N 1.24214 0.40074 -0.56615
H 2.89584 -0.64458 -0.21664
C -1.01570 -0.34241 1.97617
```

## Properties
structure (SMILES) = CCC[C@@H](C)N(N)N
LUMO energy = 0.036 hartree

---

Name the most stable of them. #a.